Record 1
15
Properties=species:S:1:pos:R:3 method="wB97M-V/def2-TZVPD" multiplicity=1 homo_lumo_gap_ev=8.694 lumo_energy_ev=-3.72 de_lowest_kcal_mol=0.0 total_charge=+1
K -1.057 -0.445 4.327
S -1.379 -0.303 1.361
S 0.589 -0.029 1.870
C -0.456 -0.088 -1.252
C 0.973 0.306 -0.862
C 1.081 1.026 0.480
C -1.132 -1.047 -0.274
H -2.144 -1.321 -0.628
H 1.380 0.971 -1.648
H 1.607 -0.600 -0.827
H -1.079 0.823 -1.336
H 2.130 1.315 0.687
H 0.468 1.947 0.501
H -0.428 -0.570 -2.248
H -0.553 -1.983 -0.153



Record 2
46
Properties=species:S:1:pos:R:3 method="wB97M-V/def2-TZVPD" multiplicity=1 homo_lumo_gap_ev=8.216 lumo_energy_ev=-3.05 de_lowest_kcal_mol=0.0 total_charge=+1
Cl -1.687 -1.940 2.277
Cl 1.672 2.234 2.307
Cl -0.951 0.855 6.827
S 3.224 -0.833 0.411
Al 1.322 0.373 -0.090
O 0.186 -0.002 1.152
N 3.083 -0.892 3.060
N 1.868 -2.511 1.995
N 1.733 1.900 -1.057
N 0.438 -0.301 -1.637
C -1.669 -1.342 -2.437
C 2.291 3.722 -2.257
C -0.607 0.605 5.152
C 0.279 1.451 4.503
C -0.941 -0.632 3.133
C 0.537 1.232 3.165
C 0.493 0.576 -2.597
C -1.898 -1.756 -3.742
C -3.906 -0.459 -2.334
C -2.682 -0.694 -1.734
C -1.218 -0.439 4.477
C 1.536 2.887 -3.094
C 1.208 1.772 -2.341
C 2.662 -1.459 1.944
C 2.383 3.087 -1.030
C -3.129 -1.523 -4.345
C -4.130 -0.873 -3.643
C -0.328 -1.552 -1.785
C -0.065 0.202 2.437
H 1.558 -2.929 1.134
H -3.303 -1.851 -5.361
H -0.009 0.408 -3.546
H -0.465 -1.952 -0.779
H 2.882 3.430 -0.137
H 2.717 4.678 -2.508
H 0.265 -2.270 -2.357
H 1.491 -2.867 2.861
H -5.089 -0.692 -4.110
H -1.908 -1.094 4.988
H -2.504 -0.379 -0.711
H 3.650 -0.061 2.997
H 0.754 2.266 5.031
H -4.692 0.041 -1.783
H 2.801 -1.213 3.974
H -1.117 -2.271 -4.290
H 1.262 3.064 -4.121



Record 3
151
Properties=species:S:1:pos:R:3 method="wB97M-V/def2-TZVPD" multiplicity=1 homo_lumo_gap_ev=6.088 lumo_energy_ev=1.70 total_charge=-1
P -4.576 -1.637 -2.086
Al -0.489 -0.816 1.030
O -6.124 -2.294 -1.692
O -3.953 -2.582 -3.235
O -4.554 -0.026 -2.731
O -1.492 1.189 3.083
O -2.777 -1.112 3.133
N -9.393 -6.926 -1.438
N 2.051 -5.956 -7.255
N -1.433 -7.349 -2.756
N 5.051 2.313 4.472
N 4.776 4.729 -2.851
N -4.104 -5.449 1.343
N 2.708 0.985 0.913
N -2.947 -0.128 8.431
N 3.791 6.999 1.808
N 8.212 5.466 0.916
C -7.401 -5.493 -2.780
C -4.373 0.995 -1.683
C 4.061 5.083 -3.941
C 5.996 3.009 5.140
C -4.959 -6.492 1.250
C 4.327 7.335 4.533
C 7.725 6.670 0.542
C 4.402 6.073 3.952
C 4.469 6.044 -4.852
C 5.685 6.684 -4.633
C -1.919 -6.146 -3.130
C -8.078 -1.608 -0.285
C -7.443 -5.504 -1.390
C -0.239 -5.850 -4.793
C -3.539 1.003 8.872
C 3.694 1.133 0.001
C 2.464 3.386 0.924
C -9.328 -6.895 -2.787
C 6.085 3.037 2.414
C 8.280 7.448 -0.462
C 3.085 -5.233 -9.313
C -1.541 1.248 7.032
C -3.192 2.273 8.442
C -5.703 -6.975 2.315
C -0.939 -2.678 0.298
C 0.287 -7.085 -4.430
C -2.899 1.714 -1.666
C 4.129 5.957 2.598
C 4.044 -4.523 -8.597
C 4.001 -4.534 -7.207
C 7.044 3.746 3.130
C 2.117 -5.926 -8.604
C -3.393 -1.890 -0.565
C 9.931 5.730 -0.758
C 3.484 3.507 -0.014
C 9.304 5.023 0.255
C -4.999 -0.088 2.189
C -1.962 0.020 7.519
C -1.365 -5.368 -4.133
C 3.725 8.211 2.400
C 5.117 2.344 3.123
C -7.212 -1.316 -1.684
C 4.114 2.361 -0.486
C 2.116 2.116 1.354
C 9.405 6.966 -1.122
C -8.360 -6.202 -3.496
C -2.172 2.394 7.504
C -4.687 -5.281 3.679
C -4.010 -0.394 3.498
C 5.953 5.366 -2.666
C -3.989 -4.867 2.556
C 3.983 8.428 3.744
C -8.448 -6.229 -0.770
C -0.340 -7.792 -3.416
C -5.561 -6.356 3.552
C -1.899 -2.454 -1.054
C 7.001 3.735 4.521
C 2.996 -5.260 -6.587
C 6.443 6.342 -3.518
B -1.739 -0.209 2.597
H -10.100 -7.461 -3.301
H 3.855 6.287 -5.711
H 1.011 -0.782 1.606
H 7.817 4.302 2.609
H -5.033 -6.943 0.265
H 4.913 2.421 -1.217
H 1.345 -6.491 -9.118
H 4.536 7.465 5.591
H -6.069 0.305 2.540
H 4.733 -3.991 -6.620
H -6.376 -7.814 2.182
H -7.942 -1.585 -2.559
H 10.808 5.327 -1.253
H -4.703 0.574 -0.616
H 3.785 4.487 -0.374
H -5.159 1.864 -1.912
H -0.743 1.308 6.301
H 9.674 4.053 0.573
H -4.553 -4.777 4.630
H 4.345 1.778 2.610
H 4.177 4.994 2.098
H -3.297 -4.031 2.604
H -3.321 -0.945 0.124
H -9.244 -1.544 -0.456
H 0.224 -5.268 -5.584
H 0.045 -3.242 -0.019
H -5.123 -1.107 1.597
H 1.163 -7.488 -4.924
H -1.799 -4.409 -4.393
H -2.914 2.566 -2.472
H -0.568 0.232 -0.183
H -2.810 2.261 -0.608
H -6.711 -4.960 -0.803
H 0.030 -8.762 -3.099
H -6.126 -6.707 4.410
H 1.953 4.260 1.312
H -1.503 -0.904 7.179
H 6.037 7.444 -5.324
H 4.153 0.210 -0.339
H 7.733 4.278 5.108
H 2.923 -5.302 -5.504
H 6.510 5.061 -1.784
H -2.004 -3.516 -1.589
H -3.703 3.147 8.829
H 3.091 -5.245 -10.397
H -1.997 0.971 -1.773
H -2.796 -5.811 -2.582
H 1.329 1.969 2.088
H 3.449 9.032 1.744
H 4.817 -3.967 -9.118
H 5.923 2.967 6.223
H -4.327 0.856 9.606
H -1.871 3.374 7.144
H 7.846 8.406 -0.722
H -6.627 -4.936 -3.301
H -8.354 -6.214 -4.580
H 6.848 7.004 1.089
H -1.434 -1.689 -1.808
H -8.522 -6.271 0.313
H -6.897 -0.194 -1.622
H -1.493 -3.372 1.094
H 3.917 9.424 4.166
H -7.775 -0.737 0.473
H 4.667 5.201 4.539
H -3.861 -2.782 0.060
H -2.235 1.735 2.643
H -7.755 -2.617 0.238
H 7.394 6.823 -3.319
H -4.432 0.717 1.552
H 3.118 4.558 -4.066
H -3.840 0.607 4.089
H -4.635 -1.115 4.200
H 9.869 7.548 -1.913
H 6.091 3.025 1.330



Record 4
11
Properties=species:S:1:pos:R:3 method="wB97M-V/def2-TZVPD" multiplicity=1 homo_lumo_gap_ev=9.545 lumo_energy_ev=0.85 de_lowest_kcal_mol=80.9 total_charge=0
S 1.784 0.410 -0.169
O -0.277 -1.343 -0.872
N 1.214 -0.508 1.099
C -0.830 -0.113 -0.354
C -0.233 -1.157 0.461
C 0.115 1.083 -0.636
H 0.355 1.274 -1.758
H -1.951 0.057 -0.625
H 0.740 0.230 1.828
H -0.609 -1.905 1.202
H -0.308 1.975 -0.175



Record 5
40
Properties=species:S:1:pos:R:3 method="wB97M-V/def2-TZVPD" multiplicity=1 homo_lumo_gap_ev=9.448 lumo_energy_ev=0.59 de_lowest_kcal_mol=0.0 total_charge=0
Cl -5.495 0.814 -1.514
F -5.475 -1.571 0.237
O 2.281 1.923 -2.048
O -0.081 0.865 2.689
N 1.718 0.386 -0.494
N -0.919 1.514 0.643
C 0.952 2.670 -0.192
C 1.293 -2.953 -0.558
C -0.551 2.441 -0.414
C -4.372 -0.811 0.340
C 1.079 2.510 1.319
C 2.231 -2.464 0.546
C -3.098 1.112 -0.311
C -3.370 -1.185 1.217
C 1.163 -1.770 -1.532
C -2.227 -0.419 1.329
C -4.242 0.340 -0.426
C 1.737 1.629 -1.005
C 2.279 -0.771 -1.159
C 3.191 -1.542 -0.199
C -2.079 0.739 0.565
C -0.021 1.525 1.679
H 0.327 -3.267 -0.168
H 0.190 -1.286 -1.438
H -0.758 2.008 -1.395
H 2.810 -0.388 -2.033
H 1.744 -3.806 -1.066
H -1.456 -0.710 2.023
H 3.906 -2.133 -0.772
H 1.269 -2.098 -2.565
H -3.025 2.008 -0.904
H 3.744 -0.873 0.459
H 1.263 3.652 -0.550
H 1.248 0.197 0.376
H 2.053 2.154 1.652
H 1.675 -1.905 1.301
H -3.495 -2.080 1.804
H 2.744 -3.284 1.046
H -1.106 3.382 -0.314
H 0.874 3.453 1.832



Record 6
101
Properties=species:S:1:pos:R:3 method="wB97M-V/def2-TZVPD" multiplicity=1 homo_lumo_gap_ev=9.746 lumo_energy_ev=0.71 total_charge=0
O 6.271 2.216 -2.684
O 3.420 5.648 1.441
O -3.678 -1.211 2.482
O -0.138 4.049 3.474
O -3.447 -4.397 0.867
O 1.049 -5.361 0.377
O 0.644 -1.289 -2.081
O -4.731 0.750 2.439
O -1.573 5.718 3.022
O 0.169 -7.028 -0.836
O 4.117 4.156 -0.080
O -4.994 -6.003 1.181
O 0.085 -0.096 -0.322
O 5.471 2.135 -4.779
O -2.606 -0.800 -1.492
N 1.285 0.982 -1.862
C -3.126 0.520 -1.502
C 3.815 4.418 1.052
C 3.844 3.479 2.240
C -3.777 -5.545 0.795
C -2.944 4.653 1.436
C -1.808 -1.144 -2.595
C 2.360 0.063 -3.991
C 2.986 4.223 3.257
C 6.762 3.237 -1.792
C 0.620 -0.136 -1.363
C -4.616 -0.347 2.909
C 0.833 -4.955 -1.929
C -2.862 5.836 2.387
C -3.940 -7.788 0.063
C -2.130 3.596 2.174
C 2.592 1.200 -1.210
C 7.274 4.345 -2.698
C 1.805 -3.937 -1.337
C 6.336 4.230 -3.896
C -4.594 -2.177 4.416
C 0.641 -5.928 -0.781
C 1.463 -4.000 0.143
C -2.915 -6.688 0.316
C -5.463 -0.992 3.991
C -1.147 4.435 2.954
C -5.029 -7.440 1.067
C 5.975 2.756 -3.888
C -3.830 -2.482 3.134
C -3.032 1.094 -0.084
C 3.214 5.673 2.869
C 1.360 1.032 -3.330
C -0.612 -1.987 -2.137
H -1.443 -0.290 -3.165
H -0.132 -4.505 -2.171
H 2.359 6.305 3.097
H 7.268 5.325 -2.222
H -0.483 -2.762 -2.882
H -4.371 -3.147 2.469
H -5.155 -3.029 4.795
H 0.637 -3.337 0.409
H -2.578 1.197 -2.159
H -0.863 -2.434 -1.183
H 4.877 3.360 2.572
H -4.838 -7.869 2.053
H -2.213 -6.955 1.107
H 1.942 3.962 3.107
H -6.018 -7.748 0.736
H -3.899 -1.858 5.196
H 7.547 2.820 -1.164
H -5.645 -0.298 4.807
H -2.453 4.904 0.493
H 6.822 4.502 -4.829
H 2.997 0.550 -4.715
H 1.713 -2.936 -1.755
H -3.964 4.347 1.210
H -3.548 -8.796 0.183
H -1.610 2.934 1.491
H 3.280 1.627 -1.924
H -2.796 0.319 0.625
H 3.033 0.299 -0.796
H 1.673 2.044 -3.576
H -6.408 -1.314 3.551
H 1.795 -0.673 -4.558
H 5.940 3.567 -1.158
H 1.242 -5.461 -2.799
H -2.846 -2.904 3.326
H -2.402 -1.763 -3.274
H -2.743 3.020 2.870
H 5.425 4.813 -3.760
H 3.241 4.010 4.294
H 8.297 4.129 -3.009
H -2.173 1.756 -0.092
H -4.331 -7.700 -0.952
H 0.362 0.938 -3.735
H 2.830 -4.275 -1.496
H -4.159 0.500 -1.855
H 2.315 -3.771 0.778
H -3.910 1.659 0.192
H -2.919 6.792 1.871
H 2.937 -0.508 -3.279
H -2.376 -6.410 -0.584
H 3.421 2.513 1.976
H -3.634 5.806 3.159
H 2.461 1.936 -0.426
H 4.103 6.098 3.342



Record 7
5
Properties=species:S:1:pos:R:3 method="wB97M-V/def2-TZVPD" multiplicity=1 homo_lumo_gap_ev="7.647 / 7.664" lumo_energy_ev="-9.83 / -9.82" de_lowest_kcal_mol=86.4 total_charge=+1
N -1.819 -0.385 0.038
N 0.385 0.270 0.076
N -0.786 -0.061 -0.034
H 0.418 1.223 -0.201
H 1.802 -1.048 0.121



Record 8
46
Properties=species:S:1:pos:R:3 method="wB97M-V/def2-TZVPD" multiplicity=1 homo_lumo_gap_ev=8.568 lumo_energy_ev=-0.29 de_lowest_kcal_mol=88.3 total_charge=0
O 0.895 -7.156 -2.748
O -1.734 4.381 -0.817
N -0.608 -3.941 -2.717
N -1.906 1.188 -3.128
N -1.771 2.372 -2.596
N -1.198 2.259 -1.371
N -0.306 -5.265 -3.026
C 0.752 -5.964 -2.491
C -0.026 -3.301 -1.751
C -0.653 3.254 0.996
C 1.739 -5.182 -1.641
C -0.273 -1.829 -1.558
C -0.926 -1.031 -2.554
C -1.231 0.297 -2.303
C 0.728 3.613 3.447
C 0.913 3.423 0.999
C -0.166 0.169 -0.160
C 1.472 4.115 2.189
C 0.072 -1.200 -0.340
C 0.193 -4.583 0.322
C -1.250 4.322 1.939
C -0.761 4.055 3.393
C -0.809 0.935 -1.167
C -1.248 3.316 -0.434
C 0.982 -4.038 -0.882
H 1.405 2.432 0.914
H -1.381 3.291 3.876
H -0.927 2.275 1.432
H 1.378 5.182 2.100
H 1.282 4.005 0.142
H 1.206 4.057 4.324
H -0.465 -5.405 -0.003
H -2.332 4.324 1.933
H 0.170 0.588 0.772
H -1.232 -1.497 -3.508
H -0.379 -3.752 0.763
H 0.893 -4.941 1.091
H -0.943 5.343 1.645
H -0.952 -5.859 -3.502
H 2.536 3.910 2.253
H 0.783 2.509 3.528
H 0.510 -1.778 0.476
H 1.727 -3.331 -0.531
H -0.880 4.984 3.942
H 2.222 -5.874 -0.971
H 2.498 -4.674 -2.277



Please write out number 1 again, unchanged.
15
Properties=species:S:1:pos:R:3 method="wB97M-V/def2-TZVPD" multiplicity=1 homo_lumo_gap_ev=8.694 lumo_energy_ev=-3.72 de_lowest_kcal_mol=0.0 total_charge=+1
K -1.057 -0.445 4.327
S -1.379 -0.303 1.361
S 0.589 -0.029 1.870
C -0.456 -0.088 -1.252
C 0.973 0.306 -0.862
C 1.081 1.026 0.480
C -1.132 -1.047 -0.274
H -2.144 -1.321 -0.628
H 1.380 0.971 -1.648
H 1.607 -0.600 -0.827
H -1.079 0.823 -1.336
H 2.130 1.315 0.687
H 0.468 1.947 0.501
H -0.428 -0.570 -2.248
H -0.553 -1.983 -0.153



What did the fourth record say?
11
Properties=species:S:1:pos:R:3 method="wB97M-V/def2-TZVPD" multiplicity=1 homo_lumo_gap_ev=9.545 lumo_energy_ev=0.85 de_lowest_kcal_mol=80.9 total_charge=0
S 1.784 0.410 -0.169
O -0.277 -1.343 -0.872
N 1.214 -0.508 1.099
C -0.830 -0.113 -0.354
C -0.233 -1.157 0.461
C 0.115 1.083 -0.636
H 0.355 1.274 -1.758
H -1.951 0.057 -0.625
H 0.740 0.230 1.828
H -0.609 -1.905 1.202
H -0.308 1.975 -0.175